ORCA calculation (ωB97M-V/def2-TZVPD) on 2 unconnected molecules or ions with the total composition C3H8FP at a distorted geometry.

## Properties
Relative energy (zero: lowest compared OMol25 entry of this formula, charge and spin): 68.5 kcal per mole
Calculated total energy: -15244.4674 eV
M: 94.07 g mol⁻¹
Total charge: 0

Last columns: bonded neighbours and bond lengths (Å).
CARTESIAN COORDINATES (ANGSTROEM)
1 C 1.246 0.005 0.348  C3 1.540, H6 1.187, H7 1.091, H8 1.045
2 C -1.408 0.719 0.391  C3 1.533, H9 1.094, H10 1.163, H11 1.053
3 C -0.263 -0.299 0.313  C1 1.540, C2 1.533, P5 2.007
4 F -0.438 -1.242 1.839  no bonds
5 P -0.506 -1.822 -0.972  C3 2.007, H12 1.338, H13 1.479
6 H 1.680 0.488 1.342  C1 1.187
7 H 1.786 -0.943 0.320  C1 1.091
8 H 1.449 0.645 -0.453  C1 1.045
9 H -1.191 1.395 -0.441  C2 1.094
10 H -1.291 1.272 1.408  C2 1.163
11 H -2.437 0.515 0.297  C2 1.053
12 H -0.281 -0.952 -1.963  P5 1.338
13 H -1.980 -1.857 -0.852  P5 1.479